# C35H39ClN4O4Sc

C35H39ClN4O4Sc as an isolated structure (ωB97M-V/def2-TZVPD, the OMol25 dataset).

Structure (ORCA input):
```
! RIJCOSX wB97M-V def2-TZVPD def2/J DEFGRID3
* xyz -1 1
Sc -0.711 1.317 -0.191
Cl -2.083 2.221 1.340
N -2.592 0.278 -0.879
N 0.949 1.841 1.354
C -2.882 0.439 -2.155
C 1.657 2.866 0.931
C -3.623 -0.583 -0.280
C -4.239 -1.229 -1.517
C -4.663 0.255 0.437
C -2.994 -1.575 0.682
H -5.159 0.927 -0.275
H -4.178 0.863 1.205
H -5.414 -0.410 0.885
H -2.246 -2.177 0.161
H -3.772 -2.237 1.078
H -2.511 -1.046 1.513
C 1.277 1.598 2.778
C 2.241 2.740 3.100
C 1.939 0.247 2.954
C 0.051 1.667 3.672
H -0.491 2.598 3.501
H 0.372 1.611 4.720
H -0.634 0.841 3.462
H 2.737 0.106 2.218
H 1.206 -0.558 2.832
H 2.360 0.176 3.968
O 2.420 3.458 1.843
H 3.234 2.411 3.431
H 1.840 3.466 3.818
O -3.862 -0.321 -2.614
H -5.335 -1.296 -1.523
H -3.796 -2.208 -1.748
C -2.144 1.378 -3.056
C 1.637 3.404 -0.471
C 0.205 3.638 -0.941
H 2.129 2.636 -1.107
H 2.207 4.330 -0.506
C -0.530 2.669 -1.571
C -1.710 2.605 -2.265
H 0.671 0.059 -1.048
C -2.462 3.797 -2.094
C -1.835 4.802 -1.342
C -3.815 3.804 -2.620
C -0.556 4.824 -0.763
H -2.415 5.685 -1.196
C 0.030 5.868 0.062
H -0.644 6.705 0.055
H 1.006 6.165 -0.325
H 0.167 5.520 1.090
H -3.835 3.483 -3.662
H -4.187 4.808 -2.535
H -4.459 3.133 -2.046
H -2.793 1.664 -3.879
H -1.270 0.817 -3.455
O -1.090 -1.687 -2.560
C -0.046 -1.834 -1.726
N 0.792 -2.890 -1.731
C 1.747 -2.781 -0.661
C 1.662 -1.276 -0.399
O 2.546 -0.503 -0.051
N 0.377 -0.937 -0.777
C 1.206 -3.402 0.607
C 1.868 -3.141 1.806
C 1.366 -3.661 3.004
C 0.201 -4.435 2.992
C -0.464 -4.682 1.788
C 0.042 -4.171 0.586
C 3.121 -3.203 -1.111
C 3.797 -4.258 -0.494
C 5.037 -4.669 -0.998
C 5.586 -4.037 -2.116
C 4.901 -2.978 -2.730
C 3.667 -2.558 -2.222
H 0.652 -3.680 -2.342
H 2.772 -2.523 1.793
H 1.896 -3.456 3.936
H -0.186 -4.851 3.925
H -1.378 -5.278 1.760
H -0.471 -4.378 -0.357
H 3.352 -4.757 0.368
H 5.557 -5.491 -0.505
H 6.546 -4.367 -2.516
H 5.315 -2.472 -3.602
H 3.135 -1.727 -2.695
*
```

Results
E_LUMO (spin up / spin down), eV: 2.67 / 2.68
E, eV: -84301.603
Orbital gap (spin up / spin down), eV: 3.4 / 4.0

***

# C3H5CrLiO3

C3H5CrLiO3 as an isolated structure (ωB97M-V/def2-TZVPD, the OMol25 dataset).

Structure (ORCA input):
```
! RIJCOSX wB97M-V def2-TZVPD def2/J DEFGRID3
* xyz 3 4
H 2.273 1.545 -1.013
O -1.499 0.425 -0.240
C -0.876 -0.833 -0.141
C 0.460 -0.853 0.574
O 1.548 -0.288 -0.208
C 1.889 0.945 -0.093
O 1.119 1.871 0.231
Li -3.056 0.282 -1.194
Cr -0.801 1.960 0.515
H -0.734 -1.270 -1.144
H -1.513 -1.532 0.431
H 0.766 -1.893 0.726
H 0.425 -0.361 1.556
*
```

Results
E_LUMO (spin up / spin down), eV: -18.59 / -15.37
E, eV: -37923.925
Orbital gap (spin up / spin down), eV: 6.6 / 10.2

***

# C4H5MnO2

C4H5MnO2 as an isolated structure (ωB97M-V/def2-TZVPD, the OMol25 dataset).

Structure (ORCA input):
```
! RIJCOSX wB97M-V def2-TZVPD def2/J DEFGRID3
* xyz 1 6
C -2.627 -0.404 -0.017
C -1.334 -0.732 -0.684
C -0.226 -0.917 0.052
C 1.111 -0.749 0.167
O 1.882 -0.077 -0.641
Mn 3.438 0.049 -1.358
H -2.696 -0.806 1.010
H -3.440 -0.896 -0.584
H -1.005 -2.056 -0.485
H 1.567 -1.076 1.116
O -2.810 1.004 0.002
H -3.723 1.199 0.232
*
```

Results
ΔE to the lowest compared entry with this formula, charge and spin, eV: 3.545
E_LUMO (spin up / spin down), eV: -6.14 / -6.54
E, eV: -39629.638
Orbital gap (spin up / spin down), eV: 5.4 / 4.7

***

# C2H3IO2

One molecule with the formula C2H3IO2 (ωB97M-V/def2-TZVPD, the OMol25 dataset).

Structure (ORCA input):
```
! RIJCOSX wB97M-V def2-TZVPD def2/J DEFGRID3
* xyz 0 1
C -0.914 -0.719 0.043
C 0.717 0.967 0.644
O -0.503 -0.908 -1.049
O -0.417 0.241 0.941
I 0.284 2.944 0.061
H -1.570 -1.276 0.595
H 1.438 1.014 1.589
H 1.214 0.578 -0.154
*
```

Results
ΔE to the lowest compared entry with this formula, charge and spin, eV: 1.212
SMILES: O=COCI
E_LUMO, eV: 0.40
E, eV: -14317.390
Orbital gap, eV: 10.1

***

# C34H32N8SV

C34H32N8SV as an isolated structure (ωB97M-V/def2-TZVPD, the OMol25 dataset).

Structure (ORCA input):
```
! RIJCOSX wB97M-V def2-TZVPD def2/J DEFGRID3
* xyz 1 3
V -0.367 0.360 0.457
C 3.129 2.057 -4.635
C 2.422 2.137 -3.311
C 1.375 3.033 -3.096
C 0.692 3.062 -1.895
C 1.043 2.219 -0.838
N 0.321 2.164 0.374
C 0.313 3.241 1.248
C 1.050 4.411 1.010
C 1.076 5.455 1.910
C 0.388 5.385 3.119
C 0.465 6.493 4.133
C -0.330 4.230 3.375
C -0.397 3.180 2.462
N -1.203 2.048 2.821
C -2.195 2.042 3.736
C -2.603 0.743 3.926
C -1.805 -0.004 3.062
N -0.963 0.786 2.399
C 2.102 1.324 -1.061
C 2.765 1.276 -2.280
N 2.520 0.429 -0.033
C 3.771 0.045 0.265
C 3.690 -0.912 1.255
C 2.322 -1.054 1.503
N 1.625 -0.251 0.710
H 2.858 2.893 -5.277
H 4.211 2.063 -4.505
H 2.865 1.133 -5.153
H 1.075 3.702 -3.893
H -0.131 3.753 -1.753
H 1.622 4.488 0.096
H 1.660 6.338 1.676
H 0.521 7.465 3.645
H -0.404 6.494 4.789
H 1.354 6.386 4.758
H -0.828 4.137 4.331
H -2.549 2.953 4.183
H -3.379 0.392 4.582
H -1.824 -1.060 2.847
H 3.528 0.523 -2.434
H 4.618 0.487 -0.229
H 4.506 -1.409 1.749
H 1.811 -1.687 2.210
C -4.074 2.607 -0.501
C -5.006 1.595 -0.689
C -4.607 0.278 -0.581
C -3.280 -0.022 -0.288
N -2.384 0.972 -0.109
C -2.774 2.245 -0.213
C -2.737 -1.388 -0.131
C -3.535 -2.526 -0.226
C -2.975 -3.776 -0.024
C -1.620 -3.885 0.263
C -0.828 -2.744 0.334
C -1.364 -1.468 0.145
H -4.340 3.650 -0.580
H -6.036 1.834 -0.920
H -5.321 -0.520 -0.723
H -2.006 2.989 -0.060
H -4.594 -2.456 -0.441
H -3.594 -4.662 -0.082
H -1.187 -4.863 0.438
H 0.232 -2.861 0.540
S 1.586 -1.744 -2.416
C 1.547 -3.359 -2.030
N 0.706 -4.278 -2.540
C 0.841 -5.571 -1.883
C 2.238 -5.441 -1.266
N 2.355 -3.990 -1.136
H -0.109 -3.983 -3.049
H 0.774 -6.393 -2.593
H 0.076 -5.703 -1.113
H 3.005 -5.841 -1.935
H 2.314 -5.938 -0.301
H 3.224 -3.539 -0.899
*
```

Results
ΔE to the lowest compared entry with this formula, charge and spin, eV: 0.000
E_LUMO (spin up / spin down), eV: -2.69 / -2.43
E, eV: -84217.947
Orbital gap (spin up / spin down), eV: 7.3 / 7.7

***

# C40H67Br2FN2O11

A 5-piece molecular cluster, C40H67Br2FN2O11 overall (ωB97M-V/def2-TZVPD, the OMol25 dataset).

Structure (ORCA input):
```
! RIJCOSX wB97M-V def2-TZVPD def2/J DEFGRID3
* xyz 0 1
C 0.895 -2.934 6.805
C 1.240 -1.703 5.987
C 1.445 -2.007 4.357
N 0.455 -1.283 3.475
C 0.882 -1.361 2.053
C 1.051 0.139 1.306
C 2.332 0.814 2.068
C 2.058 2.232 2.838
C 1.398 2.043 4.364
C 2.239 3.083 5.368
N 1.965 4.544 5.078
C 3.059 5.199 4.263
C 4.672 5.126 4.549
O 2.682 5.884 3.148
O -0.242 0.770 1.500
C -0.521 1.931 0.673
C -1.377 1.668 -0.696
C -2.486 0.465 -0.622
O -3.781 0.832 -0.833
C -1.291 3.034 1.670
C -2.911 3.100 1.452
C -0.711 4.560 1.453
C -1.857 5.702 1.194
C 1.420 -0.297 -0.250
F 0.284 -1.014 -0.939
C 2.118 0.867 -1.157
C 3.599 0.303 -1.678
C -0.962 -1.478 3.808
Br -1.564 0.153 4.878
C -2.074 -1.695 2.664
C -2.396 -3.316 2.482
Br -3.801 -0.872 3.351
H -0.186 -3.387 6.734
H 1.672 -3.516 7.468
H 1.389 -0.654 6.485
H 2.583 -1.710 4.152
H 1.395 -3.173 4.154
H 2.004 -1.776 2.055
H 0.308 -2.128 1.364
H 3.277 1.003 1.363
H 2.752 0.077 2.910
H 3.141 2.688 3.056
H 1.509 3.051 2.203
H 0.284 2.393 4.427
H 1.468 0.940 4.748
H 3.374 2.787 5.392
H 1.834 2.888 6.474
H 1.075 4.690 4.542
H 5.242 5.333 3.521
H 5.063 4.081 4.919
H 5.062 5.978 5.283
H 0.467 2.514 0.340
H -0.601 1.353 -1.547
H -1.903 2.649 -1.127
H -2.263 -0.671 -0.457
H -1.111 2.660 2.776
H -3.469 3.717 2.308
H -3.312 1.984 1.586
H -3.262 3.434 0.385
H -0.117 4.901 2.430
H 0.057 4.645 0.551
H -2.643 5.816 2.071
H -1.288 6.742 1.123
H -2.413 5.586 0.147
H 2.251 -1.147 -0.126
H 1.492 1.122 -2.116
H 2.372 1.845 -0.526
H 4.062 1.090 -2.411
H 4.362 0.168 -0.778
H 3.460 -0.748 -2.205
H -1.066 -2.381 4.583
H -1.862 -1.263 1.603
H -2.758 -3.836 3.467
H -3.283 -3.400 1.689
H -1.489 -3.917 2.021
O -0.078 3.427 -2.255
C 0.167 3.665 -3.426
O 0.876 4.749 -3.859
C 0.875 4.769 -5.286
C 0.592 3.349 -5.703
C -0.298 2.850 -4.594
H 0.100 5.464 -5.625
H 1.846 5.115 -5.650
H 0.139 3.274 -6.695
H 1.525 2.773 -5.713
H -1.352 3.070 -4.787
H -0.153 1.782 -4.412
O -5.523 -4.913 -4.455
C -5.096 -3.944 -3.849
O -3.781 -3.576 -3.816
C -3.627 -2.469 -2.929
C -4.992 -1.836 -2.842
C -5.914 -3.018 -3.002
H -3.280 -2.843 -1.960
H -2.881 -1.776 -3.329
H -5.150 -1.280 -1.914
H -5.133 -1.143 -3.680
H -6.125 -3.502 -2.044
H -6.841 -2.737 -3.507
O -5.163 -8.217 -10.348
C -5.553 -7.854 -9.250
O -6.837 -7.480 -8.974
C -6.909 -7.014 -7.627
C -5.726 -7.631 -6.929
C -4.697 -7.710 -8.028
H -6.864 -5.920 -7.633
H -7.856 -7.328 -7.179
H -5.393 -7.059 -6.058
H -5.981 -8.643 -6.591
H -4.115 -6.787 -8.107
H -4.040 -8.573 -7.902
O 4.736 -0.916 2.384
C 5.845 -0.857 1.880
O 6.116 -1.166 0.578
C 7.525 -1.091 0.362
C 8.047 -0.195 1.454
C 7.107 -0.484 2.597
H 7.941 -2.103 0.420
H 7.724 -0.682 -0.632
H 9.098 -0.377 1.695
H 7.946 0.855 1.152
H 7.443 -1.336 3.195
H 6.958 0.396 3.226
*
```

Results
E_LUMO, eV: -0.46
E, eV: -210856.221
Orbital gap, eV: 7.3

***

# C29H51Br3FN11NbO3S

C29H51Br3FN11NbO3S as an isolated structure (ωB97M-V/def2-TZVPD, the OMol25 dataset).

Structure (ORCA input):
```
! RIJCOSX wB97M-V def2-TZVPD def2/J DEFGRID3
* xyz -1 1
C 1.158 -1.084 0.652
C 2.096 -1.575 -0.479
Nb 1.159 -1.734 -2.486
F 1.684 0.161 -2.738
Br 0.251 -1.691 -4.968
C 3.174 -2.272 -3.395
N 4.242 -2.621 -2.384
C -0.872 -0.908 -1.878
C -1.893 -1.878 -1.262
C -3.337 -1.259 -1.363
S -4.331 -1.918 -2.683
O -5.705 -1.873 -2.252
O -4.128 -1.207 -3.912
O -3.991 -3.464 -2.921
C 0.574 -3.924 -2.177
Br 0.431 -4.388 -0.254
C 1.510 -5.003 -2.799
C 1.177 -6.430 -2.275
Br 1.195 -5.143 -4.737
H 0.312 -1.758 0.795
H 1.736 -1.051 1.580
H 0.858 -0.068 0.425
H 2.610 -2.490 -0.162
H 2.883 -0.818 -0.594
H 3.572 -1.402 -3.932
H 3.142 -3.094 -4.127
H 3.897 -3.307 -1.720
H 4.978 -3.109 -2.889
H -0.784 -0.050 -1.193
H -1.345 -0.490 -2.777
H -1.759 -2.068 -0.197
H -1.969 -2.843 -1.768
H -3.900 -1.422 -0.445
H -3.255 -0.192 -1.574
H -3.465 -3.548 -3.732
H -0.385 -4.070 -2.688
H 2.559 -4.849 -2.561
H 0.106 -6.578 -2.136
H 1.486 -7.139 -3.052
H 1.769 -6.682 -1.398
C 0.725 3.625 0.078
C -0.129 2.453 0.114
N -0.776 1.506 0.143
H 0.842 3.998 -0.940
H 0.317 4.435 0.680
H 1.722 3.402 0.459
C 2.376 3.549 3.672
C 2.430 2.226 3.066
N 2.474 1.180 2.592
H 3.329 3.815 4.125
H 2.135 4.317 2.936
H 1.617 3.595 4.452
C 0.111 7.843 -0.209
C 0.347 7.118 1.025
N 0.533 6.532 1.996
H -0.573 8.670 -0.049
H 1.040 8.249 -0.614
H -0.327 7.197 -0.965
C 5.042 -8.044 -1.133
C 4.495 -6.715 -0.912
N 4.055 -5.670 -0.739
H 6.099 -7.994 -1.391
H 4.944 -8.660 -0.240
H 4.521 -8.549 -1.946
C -7.707 2.007 -4.719
C -6.615 1.056 -4.557
N -5.757 0.300 -4.429
H -7.329 3.018 -4.862
H -8.320 1.755 -5.583
H -8.355 2.013 -3.842
C 5.339 2.960 7.283
C 4.581 4.115 6.826
N 3.979 5.024 6.466
H 6.409 3.165 7.267
H 5.064 2.691 8.301
H 5.155 2.096 6.646
C -2.271 -2.958 3.022
C -1.184 -3.907 3.183
N -0.337 -4.673 3.309
H -1.901 -1.944 2.864
H -2.886 -3.229 2.159
H -2.907 -2.945 3.908
C -3.410 5.297 0.380
C -3.022 6.677 0.126
N -2.703 7.762 -0.075
H -4.410 5.246 0.809
H -3.410 4.714 -0.540
H -2.722 4.820 1.077
C 1.113 9.173 4.080
C 1.576 10.536 3.867
N 1.941 11.612 3.700
H 0.106 9.160 4.496
H 1.091 8.612 3.149
H 1.764 8.639 4.770
C -2.779 -6.389 0.545
C -3.294 -5.033 0.495
N -3.673 -3.950 0.457
H -1.953 -6.463 1.253
H -3.554 -7.091 0.852
H -2.409 -6.699 -0.431
*
```

Results
E_LUMO, eV: 1.71
E, eV: -278660.396
Orbital gap, eV: 6.1

***

Copy entry 1 word for word.
# C35H39ClN4O4Sc

C35H39ClN4O4Sc as an isolated structure (ωB97M-V/def2-TZVPD, the OMol25 dataset).

Structure (ORCA input):
```
! RIJCOSX wB97M-V def2-TZVPD def2/J DEFGRID3
* xyz -1 1
Sc -0.711 1.317 -0.191
Cl -2.083 2.221 1.340
N -2.592 0.278 -0.879
N 0.949 1.841 1.354
C -2.882 0.439 -2.155
C 1.657 2.866 0.931
C -3.623 -0.583 -0.280
C -4.239 -1.229 -1.517
C -4.663 0.255 0.437
C -2.994 -1.575 0.682
H -5.159 0.927 -0.275
H -4.178 0.863 1.205
H -5.414 -0.410 0.885
H -2.246 -2.177 0.161
H -3.772 -2.237 1.078
H -2.511 -1.046 1.513
C 1.277 1.598 2.778
C 2.241 2.740 3.100
C 1.939 0.247 2.954
C 0.051 1.667 3.672
H -0.491 2.598 3.501
H 0.372 1.611 4.720
H -0.634 0.841 3.462
H 2.737 0.106 2.218
H 1.206 -0.558 2.832
H 2.360 0.176 3.968
O 2.420 3.458 1.843
H 3.234 2.411 3.431
H 1.840 3.466 3.818
O -3.862 -0.321 -2.614
H -5.335 -1.296 -1.523
H -3.796 -2.208 -1.748
C -2.144 1.378 -3.056
C 1.637 3.404 -0.471
C 0.205 3.638 -0.941
H 2.129 2.636 -1.107
H 2.207 4.330 -0.506
C -0.530 2.669 -1.571
C -1.710 2.605 -2.265
H 0.671 0.059 -1.048
C -2.462 3.797 -2.094
C -1.835 4.802 -1.342
C -3.815 3.804 -2.620
C -0.556 4.824 -0.763
H -2.415 5.685 -1.196
C 0.030 5.868 0.062
H -0.644 6.705 0.055
H 1.006 6.165 -0.325
H 0.167 5.520 1.090
H -3.835 3.483 -3.662
H -4.187 4.808 -2.535
H -4.459 3.133 -2.046
H -2.793 1.664 -3.879
H -1.270 0.817 -3.455
O -1.090 -1.687 -2.560
C -0.046 -1.834 -1.726
N 0.792 -2.890 -1.731
C 1.747 -2.781 -0.661
C 1.662 -1.276 -0.399
O 2.546 -0.503 -0.051
N 0.377 -0.937 -0.777
C 1.206 -3.402 0.607
C 1.868 -3.141 1.806
C 1.366 -3.661 3.004
C 0.201 -4.435 2.992
C -0.464 -4.682 1.788
C 0.042 -4.171 0.586
C 3.121 -3.203 -1.111
C 3.797 -4.258 -0.494
C 5.037 -4.669 -0.998
C 5.586 -4.037 -2.116
C 4.901 -2.978 -2.730
C 3.667 -2.558 -2.222
H 0.652 -3.680 -2.342
H 2.772 -2.523 1.793
H 1.896 -3.456 3.936
H -0.186 -4.851 3.925
H -1.378 -5.278 1.760
H -0.471 -4.378 -0.357
H 3.352 -4.757 0.368
H 5.557 -5.491 -0.505
H 6.546 -4.367 -2.516
H 5.315 -2.472 -3.602
H 3.135 -1.727 -2.695
*
```

Results
E_LUMO (spin up / spin down), eV: 2.67 / 2.68
E, eV: -84301.603
Orbital gap (spin up / spin down), eV: 3.4 / 4.0

***

- Among the records above, which one has the lowest E?
  C29H51Br3FN11NbO3S